Here is a molecular structure, C10H25CrN4O3 from OMol25. Energies are from ωB97M-V with the def2-TZVPD basis set.

Results
**Calculated total energy**: -1885.13763 hartree
**⟨S²⟩**: 6.010
**Charge**: +1
**2S+1**: 5

XYZ file:
```
43
Properties=species:S:1:pos:R:3:forces:R:3:mulliken_spin:R:1
Cr 0.2098 0.0403 -0.6626 0.242 -0.243 0.428 4.001
N -1.5791 -0.2182 -1.8993 0.135 0.213 -0.063 0.000
C -2.8432 -0.5366 -1.2068 -0.029 -0.206 0.184 0.003
C -2.7091 -1.8623 -0.4663 0.050 0.161 -0.086 0.004
N -1.5803 -1.8562 0.4611 -0.012 -0.093 -0.026 0.034
C -0.7817 -3.0807 0.4726 0.093 0.096 0.002 0.009
C 0.7030 -2.7543 0.5123 -0.202 -0.139 0.011 -0.028
N 1.0624 -1.9833 -0.7043 0.011 0.047 0.184 0.007
C -1.9145 -1.3755 1.8043 0.015 0.167 -0.006 0.001
C -1.6354 0.1058 2.0354 -0.024 -0.145 0.026 -0.012
N -0.2245 0.4245 1.7858 0.047 -0.080 -0.306 0.024
H -1.6386 0.7281 -2.2722 0.009 -0.025 -0.053 0.007
H -1.4694 -0.8389 -2.6951 -0.012 0.009 -0.057 0.010
H -3.6764 -0.6051 -1.9094 -0.005 0.065 0.009 0.003
H -3.0581 0.2702 -0.5086 0.001 0.053 -0.065 -0.010
H -2.5534 -2.6451 -1.2119 0.007 -0.037 0.037 -0.006
H -3.6554 -2.0868 0.0393 -0.002 -0.019 0.000 0.000
H -0.9821 -3.6557 -0.4342 -0.026 0.015 -0.015 -0.003
H -1.0324 -3.7362 1.3135 -0.005 0.007 0.013 0.000
H 1.2794 -3.6789 0.5880 0.039 0.039 0.000 0.005
H 0.9223 -2.1324 1.3806 0.072 -0.026 0.008 -0.004
H 0.8061 -2.5366 -1.5173 0.005 0.023 -0.068 0.007
H 2.0732 -1.8959 -0.7478 0.041 0.014 -0.049 0.002
H -1.3350 -1.9446 2.5363 0.006 -0.028 -0.014 -0.003
H -2.9725 -1.5578 2.0261 0.015 -0.076 0.031 0.000
H -1.9427 0.3390 3.0592 -0.026 0.084 -0.029 0.006
H -2.2323 0.7207 1.3624 -0.009 0.029 0.044 -0.004
H 0.3608 0.0373 2.5185 0.010 0.016 0.025 0.005
H -0.1044 1.4317 1.8142 0.072 -0.003 -0.017 -0.001
C 2.7570 3.0491 0.7471 -0.083 -0.120 -0.050 -0.003
C 2.1879 2.4030 -0.5059 -0.096 0.398 -0.072 -0.011
C 2.9845 2.7610 -1.7513 -0.061 -0.107 0.058 0.002
O 2.1901 0.9450 -0.3271 -0.278 0.059 -0.110 -0.013
C 0.7198 2.8657 -0.7172 0.456 0.053 0.147 0.002
O 0.5141 4.0531 -0.8033 -0.074 -0.138 0.000 0.011
O -0.1686 1.9231 -0.7858 -0.432 0.066 -0.147 -0.047
H 3.8165 2.8087 0.8590 -0.007 -0.008 0.023 -0.001
H 2.2167 2.6965 1.6273 0.047 0.037 0.040 0.001
H 2.6450 4.1291 0.6824 0.005 -0.007 -0.030 0.000
H 4.0412 2.5104 -1.6288 -0.007 -0.009 0.002 0.001
H 2.8974 3.8312 -1.9250 0.027 0.010 -0.007 0.001
H 2.5881 2.2355 -2.6219 0.030 0.019 -0.014 -0.003
H 3.1137 0.6719 -0.3234 -0.044 -0.169 0.010 0.007
```
Forces are in eV/Å.

=====

Here is a molecular structure, C19H12ClN5RhS3 from OMol25. Energies are from ωB97M-V with the def2-TZVPD basis set.

Results
**Calculated total energy**: -2770.47842 hartree
**Charge**: -1
**Relative energy (zero: lowest compared OMol25 entry of this formula, charge and spin)**: 27.2 kcal per mole

XYZ file:
```
41
Properties=species:S:1:pos:R:3:forces:R:3:lowdin_charge:R:1
Rh 1.4097 -0.0849 0.1365 2.542 -1.807 -0.649 0.517
C 1.2851 -0.4740 4.6447 -0.232 0.148 0.096 -0.073
C 0.4388 0.5577 5.0604 0.371 -0.321 -0.051 -0.080
C -0.3658 1.1627 4.1351 -0.098 -0.095 -0.570 -0.015
C -0.2993 0.7831 2.7700 1.362 -1.141 1.165 -0.373
N 0.5212 -0.2369 2.3974 -0.053 0.752 -1.190 0.057
C 1.2664 -0.8360 3.3133 0.255 -0.286 0.301 -0.157
N -1.0896 1.4571 1.9348 -1.566 0.844 -2.419 0.157
C -1.1790 1.2708 0.6376 1.398 -0.795 1.712 -0.293
N -0.4356 0.4501 -0.1677 -1.456 1.058 -0.491 -0.054
C -0.9459 0.4399 -1.4371 1.602 -2.387 -0.369 -0.256
N -0.5794 -0.3950 -2.4014 -1.969 3.109 0.645 0.162
C 0.2396 -1.4221 -2.2086 1.653 -2.266 0.836 -0.381
C 0.4383 -2.2937 -3.3118 -0.300 0.594 0.430 -0.025
C 1.1986 -3.4188 -3.1870 0.389 -0.332 0.639 -0.069
C 1.7261 -3.7450 -1.9287 -0.240 0.033 -0.556 -0.062
C 1.5141 -2.8740 -0.8887 -0.044 -0.231 0.182 -0.195
N 0.8540 -1.7166 -1.0074 -0.619 -0.367 -1.012 -0.056
C -2.0278 1.3805 -1.4965 -1.540 1.636 0.626 -0.081
C -2.8728 1.8208 -2.5105 0.617 -0.538 0.161 -0.012
C -3.8168 2.7787 -2.2068 -0.363 0.410 0.338 -0.087
C -3.9482 3.2957 -0.9119 -0.214 -0.015 -0.613 -0.084
C -3.1393 2.8524 0.1112 0.518 -0.435 0.272 -0.012
C -2.1738 1.9012 -0.1832 -1.129 0.531 -1.739 -0.089
H 1.9392 -0.9755 5.3385 0.084 -0.093 0.033 0.094
H 0.4342 0.8795 6.0939 -0.053 -0.018 0.023 0.101
H -1.0615 1.9430 4.3976 -0.013 0.122 -0.015 0.103
H 1.8871 -1.6509 2.9590 0.099 0.067 -0.049 0.096
H -0.0238 -2.0140 -4.2443 -0.050 0.069 -0.074 0.105
H 1.3890 -4.0596 -4.0351 -0.027 -0.034 -0.100 0.102
H 2.3122 -4.6367 -1.7776 0.043 -0.061 0.049 0.100
H 1.9091 -3.1000 0.0959 0.023 0.167 -0.182 0.077
H -2.7790 1.4242 -3.5099 0.035 -0.048 -0.093 0.112
H -4.4762 3.1402 -2.9842 -0.017 0.034 -0.041 0.096
H -4.6952 4.0535 -0.7200 -0.052 0.027 0.007 0.097
H -3.2270 3.2235 1.1202 -0.020 0.078 0.106 0.112
S 5.5301 -1.3269 -1.7911 -0.100 0.112 -0.071 0.368
C 4.0897 -0.7006 -1.2202 1.065 -0.710 0.125 -1.891
S 3.0660 0.2236 -2.1968 -1.786 0.125 1.611 0.539
S 3.5988 -0.9978 0.4004 -0.448 0.517 0.136 0.426
Cl 2.0887 1.9206 0.7800 0.330 1.548 0.793 -0.077
```
Forces are in eV/Å.

=====

Here is a molecular structure, C28H52F3HgN2O14S6 from OMol25. Energies are from ωB97M-V with the def2-TZVPD basis set.

Results
**Calculated total energy**: -5102.17402 hartree
**⟨S²⟩**: 0.757
**Charge**: +2
**2S+1**: 2

XYZ file:
```
106
Properties=species:S:1:pos:R:3:forces:R:3:mulliken_spin:R:1
Hg 2.4835 1.0972 4.2503 -0.649 -1.171 -1.678 0.000
C 0.0333 1.2378 0.0234 -0.794 0.387 3.824 -0.001
F -1.0872 0.9245 -0.5978 0.375 0.247 -0.344 -0.001
F 1.0673 0.6754 -0.5192 1.020 -0.814 -1.114 0.001
F 0.2528 2.5758 0.0362 -0.413 -0.260 -0.668 -0.001
S -0.1321 0.7193 1.9149 -5.080 -1.917 0.817 0.000
O -0.3478 -0.7542 1.9742 1.487 2.231 -0.901 0.000
O 1.0957 1.2341 2.4926 1.585 0.706 0.093 0.000
O -1.3193 1.4184 2.4281 1.791 -0.345 -1.284 0.000
C 1.5136 6.2037 -4.0322 0.487 1.337 -1.848 0.120
C 0.3839 5.2386 -3.9695 0.721 -0.425 1.598 0.020
O -0.4885 5.2244 -4.7779 -0.719 -0.019 -0.564 0.765
C 0.3896 4.2053 -2.8553 -1.238 -1.138 0.687 0.081
H 2.4643 5.6717 -4.0693 -0.092 -0.159 0.449 0.004
H 1.5057 7.0508 -3.3463 -0.275 -0.594 0.815 -0.002
H 1.4185 6.7346 -4.9794 0.089 -0.136 -0.274 -0.002
H 1.1989 3.4870 -2.9866 0.513 0.517 -0.037 0.001
H -0.4920 3.5676 -2.7917 -0.306 0.186 -0.776 -0.004
H 0.3364 4.6772 -1.8741 0.758 0.517 -0.109 0.001
C -0.0588 -2.6263 -0.9531 -0.590 -0.678 -0.674 0.000
C -0.7776 -3.1422 -2.1592 2.797 1.658 4.439 0.000
N -1.3330 -3.4873 -3.0636 -2.156 -1.319 -3.540 0.000
H 0.4551 -1.6958 -1.1941 -0.175 0.007 0.084 0.000
H 0.6829 -3.3407 -0.5959 -0.130 -0.111 -0.252 0.000
H -0.7938 -2.4974 -0.1586 0.137 0.291 0.033 0.000
C -3.2569 2.2134 -2.5660 0.562 -0.543 0.885 0.000
C -4.1656 2.5686 -1.4781 -1.845 1.102 1.465 0.000
N -4.8957 2.8864 -0.6211 1.754 -0.804 -1.865 0.000
H -3.7273 1.7354 -3.4253 -0.086 0.424 0.124 0.000
H -2.5839 1.4739 -2.1320 -0.123 -0.287 -0.228 0.000
H -2.5818 3.0362 -2.8012 -0.487 0.322 -0.338 0.000
C 0.7232 0.6256 -4.1917 0.217 0.148 -1.644 -0.001
C 0.3671 1.3720 -5.5445 -0.955 -0.496 1.250 -0.001
C -1.1764 1.2988 -5.6666 -0.418 -1.401 0.533 0.001
S -1.7150 -0.4080 -4.9486 2.015 0.861 -2.179 0.000
O -1.6992 -1.3338 -6.0548 -0.326 0.325 0.620 0.002
O -2.8739 -0.2338 -4.1195 0.284 -0.207 0.293 0.000
C -0.1356 -0.6515 -4.0601 0.187 1.031 1.320 0.001
H 0.6468 1.2653 -3.3125 -0.538 0.151 0.007 0.003
H 1.7963 0.4543 -4.2775 0.012 -0.630 0.209 0.000
H 0.9144 0.8948 -6.3574 -0.387 -0.095 -0.082 0.000
H 0.7711 2.3807 -5.4573 -0.266 0.248 -0.238 -0.002
H -1.6621 1.2345 -6.6403 0.474 0.278 -0.181 0.000
H -1.7458 1.9951 -5.0509 0.309 0.301 0.044 0.001
H 0.3847 -1.5561 -4.3751 -0.443 0.050 -0.100 0.000
H -0.4152 -0.6706 -3.0068 -0.054 -0.651 -0.050 0.000
C 3.9254 3.6595 -1.1546 0.538 0.385 0.388 -0.001
C 3.8079 2.2244 -1.6230 0.036 -1.177 1.303 -0.002
C 4.3565 1.2690 -0.5025 -0.526 0.138 1.141 0.000
S 4.5446 2.3012 1.1051 1.395 0.500 -1.085 0.000
O 5.9517 2.6731 1.3611 -2.758 -0.830 0.049 0.000
O 3.6459 1.7046 2.1441 1.531 0.855 -0.690 0.000
C 3.7039 3.7284 0.3464 -0.839 0.774 0.140 0.000
H 3.1185 4.2469 -1.5927 0.345 0.289 -0.290 0.002
H 4.9068 4.0705 -1.3914 -0.110 0.093 -0.238 0.000
H 4.3050 2.0845 -2.5829 -0.064 -0.226 0.152 0.000
H 2.7527 1.9561 -1.6748 -0.051 0.086 -0.482 0.001
H 5.1662 0.5896 -0.7688 0.547 0.706 0.315 0.000
H 3.6316 0.5994 -0.0397 -0.521 -0.074 -0.698 0.000
H 3.9765 4.6892 0.7830 0.871 -0.268 0.141 0.000
H 2.6232 3.7908 0.4742 -0.166 -1.098 0.598 0.000
C 2.6144 -4.1570 1.5264 0.425 0.520 0.235 0.000
C 3.9216 -4.4459 2.2913 0.515 1.171 -0.050 0.000
C 4.1098 -3.2232 3.3009 -0.496 -1.015 -1.102 0.000
S 3.6622 -1.7544 2.3126 1.817 -1.268 -0.966 0.000
O 4.8440 -1.2059 1.6343 -1.558 -0.639 0.729 0.000
O 2.8667 -0.8378 3.1202 -0.060 0.168 0.432 0.000
C 2.5750 -2.6325 1.1392 -0.724 -0.582 1.084 0.000
H 1.8056 -4.4039 2.2142 -0.265 0.412 -0.117 0.000
H 2.4419 -4.7509 0.6289 0.398 -0.139 0.076 0.000
H 4.7420 -4.5047 1.5761 0.213 0.047 0.196 0.000
H 3.8913 -5.3741 2.8619 -0.078 0.091 -0.084 0.000
H 5.0955 -3.0933 3.7476 -0.012 0.019 -0.272 0.000
H 3.3618 -3.4028 4.0731 -0.108 0.566 0.088 0.000
H 2.8428 -2.3474 0.1217 0.266 -0.212 0.149 0.000
H 1.5465 -2.3507 1.3646 0.106 0.740 -0.093 0.000
C -2.4239 -1.8577 6.2129 1.569 0.063 -1.158 0.000
C -1.4727 -2.7425 6.9717 0.455 -0.805 0.464 0.000
C -0.0548 -2.1983 6.8192 0.693 0.134 0.157 0.000
S 0.1452 -1.8644 5.0168 -3.153 -0.122 1.720 0.000
O 0.4876 -3.1107 4.3634 0.849 0.896 -0.103 0.000
O 0.8698 -0.5943 4.7951 0.073 -0.167 0.334 0.000
C -1.7576 -1.6754 4.8007 0.443 0.041 -0.130 0.000
H -2.4218 -0.8859 6.7066 -0.598 0.015 -0.075 0.000
H -3.3691 -2.3993 6.2513 -0.263 0.699 -0.600 0.000
H -1.5391 -3.7692 6.6117 0.160 -0.044 -0.226 0.000
H -1.8307 -2.8040 7.9994 0.549 0.152 0.229 0.000
H 0.7724 -2.8311 7.1410 -0.198 -0.395 -0.210 0.000
H 0.0763 -1.2885 7.4050 -0.146 0.380 -0.380 0.000
H -1.8947 -2.4926 4.0926 -0.350 -0.090 0.184 0.000
H -1.9846 -0.7441 4.2818 0.173 0.048 0.150 0.000
C -4.8474 -0.8856 -0.9947 -1.100 0.203 0.828 0.001
C -3.8346 -1.1526 0.1304 0.659 0.329 0.889 0.000
C -4.4900 -1.6982 1.3961 -1.535 -1.041 0.095 0.002
S -6.1265 -2.5005 0.8301 -1.127 -0.248 -0.246 0.000
O -7.2331 -1.6679 1.3570 1.820 -1.285 -0.736 0.005
O -6.2118 -3.9848 0.9881 0.682 3.134 -0.212 0.003
C -5.8754 -2.0363 -0.9962 0.797 -1.338 0.867 0.003
H -4.3031 -0.7012 -1.9208 -0.323 -0.381 -0.200 0.000
H -5.3501 0.0402 -0.7150 -0.147 0.092 -0.195 0.000
H -3.4385 -0.2019 0.4875 0.219 0.255 -0.414 0.000
H -2.9560 -1.7129 -0.1893 -0.259 -0.430 -0.110 0.000
H -4.7562 -0.9026 2.0920 -0.404 0.061 -0.280 0.000
H -4.0259 -2.4562 2.0272 0.494 -0.153 -0.572 0.000
H -6.8884 -2.0565 -1.3982 0.070 1.086 0.002 0.000
H -5.4232 -2.9085 -1.4683 0.202 -0.248 0.261 0.000
```
Forces are in eV/Å.

=====

Here is C2H7N3 in the gas phase from OMol25. Energies are from ωB97M-V with the def2-TZVPD basis set.

Results
**Calculated total energy**: -244.64238 hartree
**Structure (SMILES)**: [H]/N=C(\N)NC
**Relative energy (zero: lowest compared OMol25 entry of this formula, charge and spin)**: 20.7 kcal per mole

XYZ file:
```
12
Properties=species:S:1:pos:R:3:forces:R:3:lowdin_charge:R:1
H -1.6887 -0.4651 1.6459 -5.228 -2.210 1.747 -0.033
N -0.9509 -0.1195 1.2375 6.496 2.407 -3.005 0.138
C -0.5859 -0.2962 0.0289 -1.544 -1.702 -1.306 -0.535
N -1.3920 -0.8062 -1.0428 1.951 0.675 -0.996 0.083
N 0.7268 -0.0775 -0.4459 -0.421 1.524 2.031 -0.035
C 1.4433 0.8506 0.5040 -0.645 -1.267 0.563 -0.105
H -0.8842 -0.8940 -1.9652 -1.244 -0.170 1.753 0.099
H -2.2421 -1.3311 -0.9348 0.181 0.100 0.305 0.074
H 0.8239 0.1065 -1.4294 -0.154 0.268 -0.012 0.097
H 2.3634 1.2920 0.1050 -0.480 -0.134 -0.149 0.072
H 0.7061 1.5615 0.9455 0.804 -0.101 -0.636 0.072
H 1.6803 0.1788 1.3512 0.285 0.611 -0.294 0.073
```
Forces are in eV/Å.

=====

Here is 3 unconnected molecules or ions with the total composition C4H7NO2 from OMol25. Energies are from ωB97M-V with the def2-TZVPD basis set.

Results
**Calculated total energy**: -361.70611 hartree
**Relative energy (zero: lowest compared OMol25 entry of this formula, charge and spin)**: 109.7 kcal per mole

XYZ file:
```
14
Properties=species:S:1:pos:R:3:forces:R:3:lowdin_charge:R:1
C 1.7256 -1.2812 -0.1704 -3.156 -0.283 0.752 -0.022
N 1.2565 1.4745 -0.1134 -0.332 0.291 -0.652 0.175
C 0.1008 1.4204 -0.1196 1.575 1.940 1.868 -0.284
C -1.1818 1.4881 0.6037 0.157 0.151 -0.009 -0.121
O -1.5586 0.1187 0.8024 0.343 -0.362 -0.466 -0.014
C -1.1877 -0.5477 -0.3357 -2.790 1.343 -1.548 -0.373
O -0.8582 0.1104 -1.3104 -0.353 -1.565 -0.177 0.024
H 2.0597 -0.8788 -1.1545 -1.146 0.206 0.866 0.038
H 2.2278 -0.7803 0.6695 -0.150 -0.646 -0.388 0.015
H 1.7519 -2.3559 -0.2538 0.673 -0.381 0.545 -0.008
H -1.9290 2.0508 0.0361 -0.035 -0.329 0.059 0.137
H -1.0223 1.9561 1.5760 -0.059 -0.226 -0.106 0.140
H -1.6962 -1.5096 -0.4559 0.743 -0.353 0.613 0.163
H 0.3114 -1.2656 0.2262 4.530 0.213 -1.356 0.130
```
Forces are in eV/Å.